# 1
Entry from the Open Molecules 2025 dataset: a structure of composition C22H42MnNOP3 (wB97M-V/def2-TZVPD).

Each line ends with the natural charge from an NBO analysis.
CARTESIAN COORDINATES (ANGSTROEM)
Mn1 -0.417 0.544 0.460  1.03
P1 -1.459 -0.840 -1.245  0.85
P2 -2.372 -0.194 1.959  0.98
P3 1.423 1.813 -0.641  0.93
H1 0.333 -1.482 2.171  0.26
C1 0.841 -0.628 1.713  -0.45
C2 0.701 0.700 2.285  -0.47
H2 0.105 0.854 3.195  0.27
C3 -0.948 -2.555 -0.875  -0.96
C4 -3.254 -0.982 -1.567  -0.93
C5 -0.847 -0.411 -2.903  -0.94
C6 -2.367 0.237 3.739  -0.94
C7 -4.055 0.392 1.505  -0.93
C8 -2.598 -2.017 2.085  -0.94
C9 2.564 2.840 0.358  -0.93
C10 0.877 2.907 -2.005  -0.93
C11 2.633 0.748 -1.504  -0.97
H3 1.780 -0.898 1.221  0.30
H4 1.542 1.399 2.189  0.26
H5 -0.744 -3.090 -1.810  0.29
H6 -1.743 -3.084 -0.334  0.27
H7 -0.048 -2.573 -0.244  0.27
H8 -3.430 -1.468 -2.538  0.29
H9 -3.727 0.006 -1.610  0.25
H10 -3.772 -1.568 -0.801  0.26
H11 -1.307 -1.066 -3.656  0.29
H12 0.245 -0.489 -2.973  0.25
H13 -1.118 0.627 -3.141  0.26
H14 -3.271 -0.210 4.185  0.29
H15 -2.397 1.327 3.887  0.27
H16 -1.479 -0.171 4.242  0.26
H17 -4.778 0.024 2.249  0.29
H18 -4.341 0.032 0.512  0.25
H19 -4.077 1.488 1.493  0.26
H20 -3.213 -2.262 2.961  0.29
H21 -1.622 -2.500 2.200  0.25
H22 -3.090 -2.416 1.193  0.25
H23 3.389 3.189 -0.280  0.29
H24 2.997 2.243 1.169  0.25
H25 2.062 3.709 0.800  0.26
H26 1.751 3.400 -2.461  0.29
H27 0.172 3.675 -1.659  0.26
H28 0.368 2.297 -2.764  0.25
H29 3.603 1.260 -1.566  0.28
H30 2.288 0.509 -2.516  0.26
H31 2.762 -0.190 -0.950  0.28
C12 3.266 -3.006 -0.677  0.24
C13 3.028 -4.346 -1.024  -0.26
C14 4.092 -5.253 -0.961  -0.17
C15 5.400 -4.808 -0.712  -0.18
C16 5.635 -3.448 -0.485  -0.18
C17 4.570 -2.539 -0.436  -0.27
O1 2.188 -2.153 -0.441  -0.76
H32 1.723 -1.950 -1.281  0.47
H33 2.010 -4.655 -1.266  0.21
H34 3.879 -6.316 -1.096  0.24
H35 6.239 -5.513 -0.693  0.25
H36 6.659 -3.094 -0.334  0.24
H37 4.717 -1.481 -0.200  0.21
C18 -2.623 5.037 0.060  -0.09
C19 -1.525 4.833 0.894  -0.21
C20 -1.012 3.549 1.060  0.03
N1 -1.476 2.511 0.327  -0.58
C21 -2.508 2.712 -0.525  0.03
C22 -3.132 3.949 -0.644  -0.20
H38 -3.059 6.024 -0.046  0.27
H39 -1.025 5.640 1.422  0.27
H40 -0.206 3.307 1.762  0.21
H41 -2.820 1.851 -1.118  0.20
H42 -3.984 4.028 -1.314  0.27

HOMO-LUMO gap (spin up / spin down): 3.59 / 3.59 eV
charge: +3
multiplicity: 5

---

# 2
Entry from the Open Molecules 2025 dataset: a cluster of 2 separate species, C10H15BrSi in total (wB97M-V/def2-TZVPD).

Each line ends with the natural charge from an NBO analysis.
CARTESIAN COORDINATES (ANGSTROEM)
C1 1.047 -3.589 -0.149  -0.21
C2 0.383 -3.361 1.022  -0.20
C3 1.189 -2.616 -1.135  -0.21
C4 -0.179 -2.079 1.213  -0.18
C5 0.681 -1.335 -0.889  -0.20
C6 0.107 -1.057 0.299  -0.53
C7 -1.911 1.201 -1.715  -0.63
C8 0.371 2.411 -1.413  -0.58
C9 1.209 1.838 2.818  -0.80
C10 -0.953 1.853 -0.704  -0.72
Si1 -0.633 0.644 0.734  1.37
Br1 -2.574 0.467 1.859  -0.32
H1 1.353 -4.658 -0.227  0.22
H2 0.462 -4.140 1.753  0.22
H3 1.795 -2.682 -2.040  0.22
H4 -0.664 -1.811 2.208  0.23
H5 0.958 -0.556 -1.628  0.21
H6 -2.104 0.108 -1.395  0.21
H7 -2.923 1.576 -1.675  0.22
H8 -1.700 1.386 -2.807  0.22
H9 0.798 2.918 -0.624  0.21
H10 -0.049 3.067 -2.091  0.21
H11 0.948 1.635 -1.814  0.20
H12 1.032 2.825 2.298  0.19
H13 0.584 1.830 3.758  0.20
H14 2.280 1.368 2.874  0.21
H15 -1.506 2.758 -0.530  0.25

HOMO-LUMO gap (spin up / spin down): 7.48 / 7.69 eV
charge: 0
relative energy (zero: lowest compared OMol25 entry of this formula, charge and spin): 70.5 kcal per mole

---

no.,DFT total energy (a.u.)
1,-3167.53115
2,-3253.44277